1.
Computed, not measured: a cluster of 7 separate species, BrH12O6 in total in a non-equilibrium geometry, with the ωB97M-V functional and the def2-TZVPD basis.

```
19
Properties=species:S:1:pos:R:3:lowdin_charge:R:1
Br 0.0856 0.3398 -0.1334 0.258
O -1.3594 -2.3732 1.1666 -0.128
H -0.8354 -1.6692 0.6076 -0.061
H -1.0464 -3.1742 0.8426 -0.036
O -1.2624 3.1998 1.0906 -0.165
H -0.5774 2.3888 1.0946 -0.018
H -1.9384 3.1028 1.7406 -0.012
O -3.1034 0.1208 -0.0974 -0.185
H -3.4674 1.1408 -0.2744 0.118
H -2.2214 0.3448 -0.3764 -0.164
O 2.3986 -0.0602 2.5036 -0.091
H 2.4106 0.8568 2.6906 -0.002
H 1.7496 -0.2892 1.8116 -0.054
O 0.3516 -1.2672 -2.9464 -0.127
H 0.3436 -0.8792 -2.1014 -0.168
H -0.0204 -0.7982 -3.7514 0.066
O 3.0886 -0.0442 -1.5284 -0.182
H 3.0926 -1.0182 -1.5104 0.015
H 2.3106 0.0778 -0.8284 -0.066
```

Calculated values
Kohn-Sham gap (Ha): 0.34870
E_HOMO (eV): -6.10
Molecular weight (g/mol): 188.0
LUMO energy (Eh): 0.12451
Energy (a.u.): -3032.72801
Spin multiplicity: 1
Net charge: -1
Energy above the lowest of the compared OMol25 structures with the same formula, charge and spin (eV): 1.737
Max |F| (eV/Å): 5.4

=====

2.
Computed, not measured: a cluster of 2 separate species, C6H13NO in total in a non-equilibrium geometry, with the ωB97M-V functional and the def2-TZVPD basis.

```
21
Properties=species:S:1:pos:R:3:lowdin_charge:R:1
C -1.4995 2.1434 -0.1861 -0.049
N -1.1572 1.9302 -1.3806 -0.041
C -0.2439 0.9078 -1.7096 -0.164
C -0.3533 -0.3435 -1.2525 -0.150
C 0.6931 -1.3522 -1.1798 -0.257
C 0.4728 -2.4085 -0.0940 -0.272
C 0.2552 -1.6856 1.2315 -0.119
H -1.1046 1.6322 0.7099 0.077
H -2.2058 2.9670 -0.0101 0.068
H 0.6909 1.4004 -2.0556 0.124
H -1.3358 -0.6587 -0.8827 0.119
H 1.6482 -0.8282 -0.9653 0.118
H 0.8423 -1.8909 -2.1491 0.122
H 1.2359 -3.2190 0.0019 0.113
H -0.4246 -2.9937 -0.3840 0.109
H 0.4373 -2.4466 1.9920 0.073
H 1.0235 -0.8986 1.3567 0.061
H -0.7008 -1.1842 1.2614 0.062
O 1.0832 1.0685 2.9301 -0.067
H 1.9929 0.9343 2.6243 0.039
H 1.1627 1.8608 3.4717 0.036
```

Calculated values
SMILES: C=N/C=C/CCC.O
Kohn-Sham gap (Ha): 0.33299
E_HOMO (eV): -8.45
Molecular weight (g/mol): 115.2
LUMO energy (Eh): 0.02234
Energy (a.u.): -366.33570
Spin multiplicity: 1
Net charge: 0
Energy above the lowest of the compared OMol25 structures with the same formula, charge and spin (eV): 2.672
Max |F| (eV/Å): 3.1

=====

3.
Computed, not measured: a structure of composition CIN5O2 in a non-equilibrium geometry, with the ωB97M-V functional and the def2-TZVPD basis.

```
9
Properties=species:S:1:pos:R:3:lowdin_charge:R:1
C 0.1015 0.3314 0.0225 -0.478
N -1.1019 -2.1597 0.1642 -0.119
N 1.0524 -0.4643 -0.0790 0.030
N 0.0510 -2.3735 -0.0066 -0.108
N 1.1799 -1.7416 -0.1350 -0.046
N 0.2539 1.7871 0.0115 -0.443
O -0.7868 2.3956 0.0333 -0.074
O 1.3683 2.2396 -0.0027 0.110
I -2.1183 -0.0146 -0.0082 1.128
```

Calculated values
Kohn-Sham gap (Ha): 0.29997
E_HOMO (eV): -9.71
Molecular weight (g/mol): 240.9
LUMO energy (Eh): -0.05705
Energy (a.u.): -759.77363
Spin multiplicity: 1
Net charge: 0
Energy above the lowest of the compared OMol25 structures with the same formula, charge and spin (eV): 2.420
Max |F| (eV/Å): 4.0

=====

4.
Computed, not measured: a cluster of 2 separate species, CH2Br3PS in total in a non-equilibrium geometry, with the ωB97M-V functional and the def2-TZVPD basis.

```
8
Properties=species:S:1:pos:R:3:lowdin_charge:R:1
C -0.6247 0.2231 -0.0404 -0.124
P 1.0468 0.2667 0.3097 -0.447
S 1.7077 1.0955 1.9486 0.257
Br -3.9729 -1.5312 -0.7080 -0.291
Br 1.8937 -1.8160 0.4513 0.309
Br 2.1861 1.1558 -1.4708 0.291
H -1.4589 -0.3612 0.3441 -0.033
H -0.7778 0.9672 -0.8347 0.037
```

Calculated values
Kohn-Sham gap (alpha / beta) (Ha): 0.13487 / 0.12757
E_HOMO (alpha / beta) (eV): -8.88 / -8.86
Molecular weight (g/mol): 316.8
LUMO energy (alpha / beta) (Eh): -0.19140 / -0.19821
Energy (a.u.): -8500.76029
Spin multiplicity: 1
Net charge: 0
Energy above the lowest of the compared OMol25 structures with the same formula, charge and spin (eV): 4.871
Max |F| (eV/Å): 3.9

=====

5.
Computed, not measured: the molecule C23H27FN4O4S in a non-equilibrium geometry, with the ωB97M-V functional and the def2-TZVPD basis.

```
60
Properties=species:S:1:pos:R:3:lowdin_charge:R:1
O -0.6664 3.9337 0.2851 0.057
C 0.5192 3.7677 0.5008 -0.489
N 1.3424 4.7606 0.9895 0.144
C 1.0339 6.0931 1.2539 -0.225
C 2.0532 6.8998 1.7616 -0.041
C 1.8197 8.2303 2.0480 -0.100
C 0.5670 8.7798 1.8329 -0.110
C -0.4463 7.9823 1.3289 -0.085
C -0.2245 6.6489 1.0392 -0.016
N 1.1356 2.5766 0.2272 -0.041
C 2.4621 2.1508 0.6082 -0.144
C 2.4139 1.3347 1.9041 -0.109
C 1.4773 0.1227 1.7675 -0.214
C 2.1115 -0.9427 0.8798 -0.409
O 2.9619 -0.6884 0.0475 0.064
N 1.7508 -2.2339 1.1120 -0.045
C 0.7287 -2.7157 2.0164 -0.122
C -0.0014 -3.9095 1.3663 -0.167
N -0.0120 -3.7841 -0.0745 -0.222
S -0.9758 -2.5317 -0.6639 0.697
O -0.1963 -1.5311 -1.3296 -0.263
O -1.8610 -2.1286 0.3894 -0.270
C -1.9121 -3.4307 -1.8996 -0.257
C -1.7212 -3.1676 -3.2417 -0.055
C -2.4406 -3.8849 -4.1857 -0.055
C -3.3387 -4.8588 -3.7832 0.004
C -3.5079 -5.0983 -2.4289 -0.259
F -4.3781 -6.0452 -2.0379 0.071
C -2.8034 -4.3935 -1.4691 0.020
C 1.3148 -3.8528 -0.6580 -0.156
C 2.3583 -3.2789 0.3149 -0.106
C 0.1160 0.5903 1.2208 -0.105
C 0.2846 1.4329 -0.0428 -0.128
H 2.3057 4.5246 1.1687 0.112
H 3.0352 6.4769 1.9306 0.106
H 2.6207 8.8402 2.4404 0.100
H 0.3845 9.8203 2.0562 0.095
H -1.4266 8.4022 1.1569 0.102
H -1.0140 6.0301 0.6485 0.096
H 3.1533 2.9886 0.7142 0.113
H 2.8435 1.5091 -0.1905 0.118
H 3.4210 0.9956 2.1524 0.121
H 2.0480 1.9667 2.7177 0.122
H 1.3387 -0.3075 2.7654 0.138
H 1.1831 -3.0291 2.9676 0.132
H -0.0015 -1.9330 2.2105 0.106
H -1.0360 -3.9340 1.7050 0.117
H 0.4789 -4.8596 1.6129 0.129
H -1.0211 -2.3982 -3.5247 0.112
H -2.3032 -3.6847 -5.2368 0.112
H -3.9096 -5.4288 -4.4991 0.121
H -2.9499 -4.5755 -0.4178 0.128
H 1.2894 -3.2636 -1.5742 0.115
H 1.5442 -4.8949 -0.9041 0.126
H 2.7317 -4.0585 0.9875 0.129
H 3.1933 -2.8389 -0.2309 0.125
H -0.5335 -0.2520 0.9864 0.077
H -0.3734 1.2002 1.9848 0.133
H -0.6857 1.8018 -0.3750 0.127
H 0.7309 0.8291 -0.8363 0.120
```

Calculated values
SMILES: O=C(Nc1ccccc1)N1CCC(C(=O)N2CCN(S(=O)(=O)c3cccc(F)c3)CC2)CC1
Kohn-Sham gap (Ha): 0.30288
E_HOMO (eV): -7.94
Molecular weight (g/mol): 474.6
LUMO energy (Eh): 0.01123
Energy (a.u.): -1910.71836
Spin multiplicity: 1
Net charge: 0
Energy above the lowest of the compared OMol25 structures with the same formula, charge and spin (eV): 0.051
Max |F| (eV/Å): 1.1

=====

6.
Computed, not measured: a structure of composition C5H5NO in a non-equilibrium geometry, with the ωB97M-V functional and the def2-TZVPD basis.

```
12
Properties=species:S:1:pos:R:3:lowdin_charge:R:1
C 0.0935 0.9368 1.5746 -0.011
C 0.8622 -0.4036 1.3685 0.003
C 1.2361 0.8397 0.6084 0.007
C -1.1635 -0.2516 -1.1860 -0.386
C -0.0319 0.1761 0.3803 -0.151
N -0.8898 -1.3122 -2.0185 0.010
O -0.6827 0.0651 -2.4039 -0.082
H -0.4492 1.6401 2.1823 0.135
H 1.0972 -1.4122 1.7914 0.155
H 2.1323 1.4226 0.4986 0.139
H -2.2593 -0.0473 -1.0208 0.099
H 0.0551 -1.6534 -1.7748 0.081
```

Calculated values
Kohn-Sham gap (alpha / beta) (Ha): 0.16782 / 0.22461
E_HOMO (alpha / beta) (eV): -3.77 / -9.04
Molecular weight (g/mol): 95.1
LUMO energy (alpha / beta) (Eh): 0.02914 / -0.10776
Energy (a.u.): -322.98677
Spin multiplicity: 3
Net charge: 0
Energy above the lowest of the compared OMol25 structures with the same formula, charge and spin (eV): 9.983
Max |F| (eV/Å): 6.0